Arrangement i

ORCA calculation (ωB97M-V/def2-TZVPD) on a molecular structure, C2HF5O.

Geometry (Å):
C1 0.714 0.097 -0.659
C2 -1.101 0.373 0.779
O1 0.644 -1.102 -0.326
F1 0.423 0.430 -1.927
F2 -2.170 0.736 0.092
F3 -1.178 -0.701 1.447
F4 -0.603 1.356 1.433
F5 1.989 -1.904 -0.862
H1 1.281 0.713 0.023

The orbital gap (spin up / spin down) is 9.7900 / 8.4805 eV.

---

Arrangement ii

ORCA calculation (ωB97M-V/def2-TZVPD) on C2HF5O in the gas phase.

Geometry (Å):
F1 -1.885 0.572 0.153
O1 -0.593 1.010 0.441
C1 0.281 1.025 -0.613
F2 0.285 2.235 -1.190
C2 1.809 0.514 -0.073
F3 1.716 -0.744 0.366
F4 2.632 0.575 -1.059
F5 2.231 1.206 0.936
H1 0.149 0.148 -1.188

The structure (SMILES) is FO[C@@H](F)C(F)(F)F. The orbital gap is 12.7217 eV.

---

arrangement ii is the most stable structure; the next one sits 47.8 kcal/mol above it.

---

Arrangement i

ORCA calculation (ωB97M-V/def2-TZVPD) on 2 unconnected molecules or ions with the total composition C3H11N5.

Geometry (Å):
H1 1.961 -1.249 -0.404
N1 1.633 -0.630 -1.162
N2 1.291 0.538 -0.820
N3 1.600 1.018 0.365
C1 1.782 0.197 1.555
H2 1.222 1.942 0.506
H3 1.858 0.858 2.414
H4 2.700 -0.388 1.476
H5 0.922 -0.468 1.691
C2 -1.895 0.937 0.532
N4 -1.056 -0.051 -0.081
C3 -1.562 -0.855 -0.961
N5 -0.775 -1.610 -1.739
H6 -1.802 0.866 1.620
H7 -1.571 1.941 0.238
H8 -2.958 0.816 0.279
H9 -2.596 -0.698 -1.314
H10 0.398 -1.368 -1.538
H11 -1.150 -1.797 -2.657

The structure (SMILES) is [H]/N=N\NC.C/N=C/N. The orbital gap is 8.8286 eV.

---

Arrangement ii

ORCA calculation (ωB97M-V/def2-TZVPD) on 3 unconnected molecules or ions with the total composition C3H11N5.

Geometry (Å):
C1 -0.889 -0.213 -0.358
C2 1.819 -1.714 -0.034
N1 -0.425 0.278 0.825
C3 1.408 -0.285 0.106
N2 -0.365 1.648 0.901
N3 -2.741 -0.077 0.408
N4 -0.909 0.454 -1.558
N5 2.094 0.754 0.003
H1 -0.930 -1.290 -0.419
H2 0.358 2.012 0.268
H3 -0.105 1.898 1.848
H4 -0.719 1.447 -1.539
H5 -2.778 -0.531 1.321
H6 -2.944 0.907 0.589
H7 -1.735 0.327 -2.124
H8 3.114 0.637 -0.017
H9 1.444 -2.126 -0.973
H10 1.391 -2.303 0.780
H11 2.910 -1.822 -0.026

The orbital gap (spin up / spin down) is 7.5347 / 7.5340 eV.

---

arrangement i is the most stable structure; the next one sits 47.7 kcal/mol above it.

---

Arrangement i

ORCA calculation (ωB97M-V/def2-TZVPD) on C4H6N2S in the gas phase.

Geometry (Å):
C1 1.782 1.069 0.026
C2 1.640 -0.422 -0.435
N1 0.742 -1.324 -0.087
N2 -0.340 -0.896 0.538
C3 -1.475 -0.792 -0.103
C4 -2.612 -0.190 0.496
S1 -3.978 0.101 -0.280
H1 2.875 1.197 0.319
H2 1.242 1.362 0.883
H3 1.513 1.778 -0.778
H4 2.583 -0.772 -0.935
H5 -1.499 -1.083 -1.198
H6 -2.475 -0.027 1.554

The structure (SMILES) is C/C=N\N=C\C=S. The orbital gap is 7.9633 eV.

---

Arrangement ii

ORCA calculation (ωB97M-V/def2-TZVPD) on C4H6N2S in the gas phase.

Geometry (Å):
N1 0.935 -0.420 -1.535
C1 0.014 -0.587 -0.439
C2 -1.123 0.406 -0.488
C3 -1.085 1.087 0.640
N2 -0.054 0.671 1.464
C4 0.683 -0.343 0.870
S1 1.957 -1.057 1.575
H1 0.514 -0.662 -2.410
H2 1.780 -0.986 -1.374
H3 -0.402 -1.603 -0.304
H4 -1.867 0.507 -1.283
H5 -1.704 1.909 0.992
H6 0.351 1.079 2.293

The structure (SMILES) is N[C@@H]1C=CNC1=S. The orbital gap is 8.7807 eV.

---

arrangement ii is the most stable structure; the next one sits 49.1 kcal/mol above it.

---

Arrangement i

ORCA calculation (ωB97M-V/def2-TZVPD) on C4H6N2S in the gas phase.

Geometry (Å):
C1 -1.955 1.020 -0.185
C2 -0.905 -0.092 0.139
S1 -1.319 -1.805 -0.034
N1 0.312 0.347 0.191
C3 1.236 -0.735 0.001
C4 2.651 -0.466 -0.086
N2 3.798 -0.343 -0.150
H1 -1.541 1.940 -0.790
H2 -2.273 1.152 0.943
H3 -3.027 0.631 -0.847
H4 0.643 1.192 0.679
H5 0.947 -1.409 -0.749
H6 1.433 -1.434 0.888

The structure (SMILES) is CC(=S)NCC#N. The orbital gap is 8.6704 eV.

---

Arrangement ii

ORCA calculation (ωB97M-V/def2-TZVPD) on C4H6N2S in the gas phase.

Geometry (Å):
N1 2.793 -1.175 0.220
C1 1.795 -0.841 -0.193
C2 0.520 -0.320 -0.707
N2 0.373 1.153 -0.727
C3 -0.434 1.181 0.471
C4 -0.591 -0.379 0.407
S1 -2.221 -0.819 -0.214
H1 0.298 -0.776 -1.670
H2 1.220 1.687 -0.724
H3 0.101 1.488 1.375
H4 -1.356 1.790 0.407
H5 -0.283 -0.869 1.326
H6 -2.214 -2.120 0.030

The structure (SMILES) is N#C[C@@H]1NC[C@H]1S. The orbital gap is 10.2043 eV.

---

arrangement ii is the most stable structure; the next one sits 30.3 kcal/mol above it.